*w*
6
Properties=species:S:1:pos:R:3:lowdin_charge:R:1 method="wB97M-V/def2-TZVPD" homo_energy_ev="-6.21 / -11.89" lumo_energy_ev="1.164 / -3.161" s2=2.007 spin_multiplicity=3
C -0.42 -0.28 -0.23 -0.17
C 0.63 0.51 0.46 -0.17
N 0.62 0.65 -0.77 0.15
F -0.62 -1.63 -0.61 0.00
H -1.43 -0.10 -0.09 0.12
H 1.21 0.85 1.24 0.07

***

*x*
6
Properties=species:S:1:pos:R:3:lowdin_charge:R:1 method="wB97M-V/def2-TZVPD" homo_energy_ev="-6.23 / -11.59" lumo_energy_ev="1.129 / -3.241" s2=2.008 spin_multiplicity=3
C 0.69 0.30 -0.41 -0.23
C -0.52 -0.15 0.13 -0.25
N 0.02 1.24 0.09 0.17
F -0.43 -0.64 1.44 0.00
H 1.66 -0.13 -0.81 0.13
H -1.42 -0.62 -0.45 0.18

***

The most stable of them is *x*.

***

*w*
13
Properties=species:S:1:pos:R:3:lowdin_charge:R:1 method="wB97M-V/def2-TZVPD" homo_energy_ev=-8.69 lumo_energy_ev=-0.974 spin_multiplicity=1
S 0.10 2.70 1.72 0.20
H -1.16 2.36 1.23 -0.32
C -1.05 -0.51 -0.42 -0.13
C 0.38 -1.00 -0.14 -0.40
N 1.39 0.00 -0.50 -0.04
H -1.68 -1.42 -0.37 0.09
H -1.41 0.25 0.30 0.01
H -1.07 -0.04 -1.42 0.08
H 0.53 -1.35 0.89 0.10
H 0.55 -1.84 -0.82 0.10
H 1.14 0.53 -1.33 0.07
H 2.35 -0.26 -0.31 0.08
H -0.09 0.57 1.16 0.15

***

*x*
13
Properties=species:S:1:pos:R:3:lowdin_charge:R:1 method="wB97M-V/def2-TZVPD" homo_energy_ev=-9.27 lumo_energy_ev=0.926 smiles=CCN.S spin_multiplicity=1
C -1.33 0.59 -0.84 -0.13
C -0.56 -0.49 -0.10 -0.37
N 0.54 -0.97 -0.93 -0.05
H -2.28 0.91 -0.32 0.09
H -0.60 1.36 -1.06 0.07
H -1.83 0.32 -1.77 0.06
H -0.01 -0.07 0.73 0.04
H -1.25 -1.39 0.20 0.13
H 0.13 -1.37 -1.82 0.09
H 1.10 -1.69 -0.52 0.04
S 2.02 0.89 2.70 0.51
H 2.10 -0.06 1.71 -0.20
H 1.96 1.95 2.01 -0.28

***

The most stable of them is *x*.

***

*w*
13
Properties=species:S:1:pos:R:3:lowdin_charge:R:1 method="wB97M-V/def2-TZVPD" homo_energy_ev=-8.56 lumo_energy_ev=0.903 smiles=CSC.N spin_multiplicity=1
C 0.81 -1.75 -1.66 -0.44
S -0.82 -2.24 -0.92 0.69
C -0.61 -1.26 0.63 -0.43
H 1.68 -1.82 -0.99 0.04
H 0.71 -0.68 -1.96 0.03
H 1.08 -2.38 -2.51 0.02
H -1.57 -0.98 1.08 0.03
H 0.02 -1.77 1.38 0.04
H -0.16 -0.30 0.45 0.01
N -0.37 3.12 1.31 0.00
H 0.57 3.47 1.47 0.00
H -1.01 3.89 1.35 0.00
H -0.33 2.71 0.38 0.00

***

*x*
13
Properties=species:S:1:pos:R:3:lowdin_charge:R:1 method="wB97M-V/def2-TZVPD" homo_energy_ev=-5.60 lumo_energy_ev=-0.665 spin_multiplicity=1
S 2.67 -0.22 1.22 -0.31
H 2.29 -0.07 2.45 -0.54
C -1.97 -0.35 -2.02 -0.02
N -1.66 -0.35 -0.57 -0.04
C -1.51 1.06 0.00 0.00
H -1.85 -1.38 -2.35 0.10
H -2.97 0.03 -2.20 0.10
H -1.39 0.35 -2.61 0.10
H -0.75 -0.80 -0.35 0.15
H -2.34 -0.87 -0.02 0.17
H -2.02 1.79 -0.64 0.10
H -0.43 1.20 -0.14 0.09
H -1.79 1.14 1.04 0.10

***

The most stable of them is *w*.

***

*w*
24
Properties=species:S:1:pos:R:3:lowdin_charge:R:1 method="wB97M-V/def2-TZVPD" homo_energy_ev=-10.37 lumo_energy_ev=0.015 smiles=CCO.O.O.O.O.O spin_multiplicity=1
C 1.87 2.48 -1.17 -0.10
C 0.91 3.51 -0.52 -0.31
O 1.07 3.53 0.89 -0.09
H 2.86 2.80 -0.87 0.07
H 1.74 1.49 -0.74 0.05
H 1.70 2.18 -2.23 0.09
H -0.10 3.24 -0.79 0.09
H 1.33 4.47 -0.82 0.11
H 1.58 2.76 1.16 0.07
O -3.92 -3.63 0.30 -0.06
H -3.28 -3.78 -0.40 0.03
H -4.00 -2.67 0.22 0.03
O 2.10 -3.77 -3.29 -0.08
H 1.63 -4.19 -2.56 0.03
H 2.66 -3.21 -2.71 0.04
O -0.06 -2.02 0.69 -0.05
H 0.52 -1.28 0.90 0.03
H -0.59 -2.04 -0.10 0.03
O -2.21 -0.55 3.07 -0.06
H -2.39 -1.50 3.08 0.04
H -1.52 -0.51 3.75 0.04
O -0.24 0.89 0.65 -0.06
H -0.81 0.13 0.82 0.01
H -0.82 1.66 0.66 0.05

***

*x*
24
Properties=species:S:1:pos:R:3:lowdin_charge:R:1 method="wB97M-V/def2-TZVPD" homo_energy_ev=-10.19 lumo_energy_ev=0.033 smiles=CCO.O.O.O.O.O spin_multiplicity=1
C 2.78 0.34 0.04 -0.09
C 2.41 1.82 0.30 -0.26
O 2.80 1.90 1.73 -0.15
H 1.92 -0.21 0.30 0.03
H 3.04 0.15 -0.95 0.03
H 3.76 -0.07 0.70 0.16
H 1.38 2.12 0.14 0.09
H 2.97 2.66 -0.11 0.11
H 2.07 1.39 2.18 0.10
O -2.91 1.47 -0.63 -0.02
H -2.02 1.19 -0.91 0.01
H -3.40 0.72 -0.61 -0.03
O -0.02 -3.11 -1.81 0.00
H 0.42 -2.77 -1.09 -0.02
H -0.83 -3.37 -1.45 -0.01
O -0.84 -0.09 -1.47 -0.10
H -0.14 -0.78 -1.81 0.10
H -1.67 -0.45 -1.79 0.04
O -1.45 0.63 1.85 -0.08
H -2.18 0.45 1.27 -0.01
H -0.85 1.33 1.41 0.08
O -1.57 -2.20 0.23 -0.04
H -1.68 -1.36 0.54 -0.06
H -2.04 -2.81 0.90 0.12

***

The most stable of them is *w*.